{"formula": "CH2N2P2", "method": "the ωB97M-V functional and the def2-TZVPD basis", "symbols": ["C", "N", "N", "P", "P", "H", "H"], "positions_angstrom": [[2.40738, -0.22519, -0.07341], [2.76825, -1.29114, 0.03833], [-1.94474, 0.50414, 0.46495], [-2.09414, 1.96296, 0.84578], [-2.33136, -0.82329, -0.33820], [-0.97294, -0.99411, -0.63826], [2.16754, 0.86662, -0.29919]], "e_lumo_ev": [-1.04, -0.91], "fmax_ev_per_a": 4.311, "total_charge": 0, "de_lowest_kj_mol": 297.32}